ORCA calculation (ωB97M-V/def2-TZVPD) on 9 unconnected molecules or ions with the total composition C76H163N9O9 at a distorted geometry.

Atoms and positions in Å:
C: 0.6517 5.1220 -0.1236
C: 0.7460 5.3218 -1.6368
C: 0.8142 6.9152 -1.9311
C: 2.2200 7.5470 -1.6942
C: 3.2591 6.7408 -2.3874
C: 3.3031 5.2621 -1.9843
N: 1.9257 4.6869 -2.2230
O: 1.9065 3.2533 -2.0141
C: 4.3492 4.6770 -2.9949
C: 3.8725 4.9577 -0.5947
C: -0.4325 4.8331 -2.4627
H: 0.9700 4.1221 0.1713
H: -0.3931 4.9290 0.1199
H: 1.1822 5.8404 0.5013
H: 0.5178 7.0321 -2.9735
H: 0.1682 7.4278 -1.2183
H: 2.5630 7.5534 -0.6596
H: 2.3263 8.5544 -2.0966
H: 4.2589 7.1662 -2.3008
H: 3.1195 6.8160 -3.4658
H: 5.3802 4.8124 -2.6679
H: 4.2342 3.5939 -2.9520
H: 4.2412 4.8171 -4.0704
H: 3.2565 5.3457 0.2166
H: 3.9843 3.8748 -0.5399
H: 4.8595 5.3304 -0.3208
H: -0.3757 3.7498 -2.5689
H: -0.4571 5.1076 -3.5173
H: -1.3676 5.1117 -1.9769
H: 1.7320 2.9323 -2.9018
C: 2.5357 4.2193 5.0184
C: 2.8845 3.4099 3.7089
C: 4.2430 3.9247 3.3199
C: 4.9987 2.9140 2.3608
C: 4.9412 1.5407 2.9505
C: 3.5449 0.9024 3.3124
N: 2.7998 1.9548 4.0910
O: 1.5659 1.5402 4.4398
C: 2.8838 0.5778 2.0097
C: 3.7470 -0.3818 4.1307
C: 1.9137 3.8582 2.6029
H: 1.4482 4.2472 5.0872
H: 2.8628 5.2541 4.9167
H: 2.9136 3.8198 5.9595
H: 4.2320 4.8311 2.7146
H: 4.7423 4.4118 4.1575
H: 6.0164 3.3014 2.4080
H: 4.7857 3.0032 1.2955
H: 5.5482 1.5993 3.8539
H: 5.4922 0.8492 2.3131
H: 1.8073 0.7180 2.1077
H: 3.2030 1.1191 1.1191
H: 2.9457 -0.5011 1.8679
H: 3.8518 -0.1150 5.1823
H: 2.8685 -1.0200 4.2262
H: 4.6616 -0.8400 3.7542
H: 1.9397 4.8981 2.2771
H: 0.9402 3.5665 2.9971
H: 2.2819 3.3360 1.7198
H: 1.8222 1.2750 5.3261
C: -4.5421 -3.8737 -2.0692
C: -4.2433 -5.3200 -2.6118
C: -3.4199 -5.1391 -4.0429
C: -1.9694 -4.6660 -3.8653
C: -1.2321 -5.5060 -2.7579
C: -2.0430 -5.8686 -1.4160
N: -3.4489 -6.2416 -1.7722
O: -4.2751 -6.5329 -0.6582
C: -1.3969 -7.1388 -0.6446
C: -2.0076 -4.6227 -0.4554
C: -5.6367 -6.0018 -3.0146
H: -5.1698 -3.2575 -2.7128
H: -3.7055 -3.1803 -1.9842
H: -5.1422 -3.8000 -1.1622
H: -3.4775 -6.1014 -4.5517
H: -3.8563 -4.3072 -4.5956
H: -1.9988 -3.6624 -3.4409
H: -1.2769 -4.7095 -4.7059
H: -0.3108 -4.9855 -2.4964
H: -1.1836 -6.5040 -3.1935
H: -0.3159 -7.1223 -0.5055
H: -1.7652 -7.1234 0.3811
H: -1.6955 -8.0766 -1.1129
H: -1.0150 -4.7621 -0.0271
H: -2.0622 -3.6039 -0.8389
H: -2.7574 -4.5416 0.3316
H: -5.4060 -6.9698 -3.4596
H: -6.2429 -5.5663 -3.8090
H: -6.1081 -6.3605 -2.0996
H: -4.4255 -7.4776 -0.7396
C: 3.4873 -1.5942 -6.1044
C: 2.2734 -2.1211 -6.9234
C: 1.4746 -0.9585 -7.5731
C: 2.0696 -0.4787 -8.8193
C: 2.4116 -1.5789 -9.8514
C: 3.2543 -2.6642 -9.2733
N: 2.6430 -3.0528 -8.0012
O: 3.3079 -4.1605 -7.4735
C: 3.1900 -3.8544 -10.1266
C: 4.7471 -2.1520 -9.1617
C: 1.3609 -2.8823 -5.8929
H: 3.0526 -1.0698 -5.2535
H: 4.2522 -0.9413 -6.5250
H: 3.9913 -2.4910 -5.7440
H: 0.4286 -1.2482 -7.6731
H: 1.3959 -0.0978 -6.9090
H: 2.9841 0.0197 -8.4977
H: 1.4956 0.3470 -9.2398
H: 2.8199 -1.1924 -10.7852
H: 1.4726 -2.0634 -10.1192
H: 2.2073 -4.3196 -10.0504
H: 3.4063 -3.4074 -11.0970
H: 4.0684 -4.4683 -9.9274
H: 5.1602 -1.9369 -10.1471
H: 4.7829 -1.2061 -8.6213
H: 5.3200 -2.8464 -8.5471
H: 1.7852 -3.7808 -5.4447
H: 0.3969 -3.0942 -6.3553
H: 1.1817 -2.2788 -5.0032
H: 4.1453 -3.7361 -7.2727
C: -4.1120 3.6935 -0.6832
C: -4.2537 4.3047 0.7585
C: -2.9727 3.7978 1.5086
C: -2.4945 4.5160 2.8761
C: -2.2694 5.9556 2.4189
C: -3.5109 6.6649 1.6970
N: -4.1509 5.7681 0.6845
O: -5.3103 6.3669 0.0983
C: -4.5442 7.2172 2.7943
C: -2.8794 7.8527 0.8988
C: -5.4424 3.8085 1.5504
H: -3.1100 3.4734 -1.0513
H: -4.5196 4.3678 -1.4363
H: -4.8263 2.8808 -0.8152
H: -3.1646 2.7870 1.8686
H: -2.0959 3.5842 0.8973
H: -1.5500 4.0852 3.2085
H: -3.2675 4.2992 3.6135
H: -1.3502 5.9356 1.8335
H: -2.0854 6.5864 3.2886
H: -4.8655 6.4237 3.4691
H: -4.1292 8.0451 3.3690
H: -5.4448 7.6338 2.3432
H: -2.3123 8.4023 1.6501
H: -2.3045 7.5097 0.0386
H: -3.5268 8.5188 0.3286
H: -5.3759 2.7412 1.7613
H: -6.3958 4.0023 1.0589
H: -5.5295 4.3256 2.5060
H: -4.8478 6.8102 -0.6167
C: -5.4833 1.3082 4.6238
C: -6.6715 0.3316 4.3932
C: -6.1267 -1.0763 4.7509
C: -7.2127 -2.1564 4.9840
C: -8.0579 -1.6989 6.1311
C: -8.7864 -0.2940 5.7740
N: -7.8175 0.6792 5.3551
O: -8.1786 1.9949 5.3126
C: -9.8874 -0.5042 4.7651
C: -9.4554 0.0606 7.1714
C: -7.1495 0.1792 2.9851
H: -4.9320 1.2726 5.5635
H: -5.8606 2.3181 4.4631
H: -4.6620 1.0196 3.9680
H: -5.6068 -1.5793 3.9355
H: -5.4291 -0.9735 5.5821
H: -6.7839 -3.1198 5.2594
H: -7.8563 -2.3729 4.1313
H: -7.3529 -1.5979 6.9563
H: -8.8879 -2.3283 6.4522
H: -10.7587 -1.1184 4.9924
H: -10.3872 0.4334 4.5219
H: -9.3466 -0.8689 3.8918
H: -9.9697 1.0162 7.2738
H: -10.2219 -0.6754 7.4142
H: -8.7027 0.1038 7.9586
H: -7.5048 -0.8068 2.6854
H: -6.3902 0.3063 2.2135
H: -7.9844 0.8600 2.8193
H: -8.5901 2.0581 4.4476
C: 2.8015 -2.8686 6.4249
C: 1.4689 -3.3232 5.7179
C: 0.5111 -2.1232 5.8162
C: -0.6659 -2.2019 4.8579
C: -0.3350 -2.4207 3.4654
C: 0.5997 -3.6193 3.2274
N: 1.7039 -3.5461 4.2809
O: 2.7302 -4.4895 3.9981
C: -0.2419 -4.9372 3.1278
C: 1.3369 -3.4319 1.8168
C: 0.9162 -4.4833 6.6081
H: 3.2130 -1.9556 5.9947
H: 3.5832 -3.6282 6.4224
H: 2.6388 -2.6501 7.4803
H: -0.0222 -2.0869 6.7662
H: 0.9618 -1.1644 5.5598
H: -1.2307 -1.2696 4.8612
H: -1.3846 -2.9074 5.2748
H: -0.0193 -1.4738 3.0273
H: -1.2953 -2.6393 2.9983
H: -0.5665 -5.2832 4.1091
H: -1.0850 -4.9877 2.4388
H: 0.3946 -5.7858 2.8773
H: 1.8932 -4.3226 1.5246
H: 0.6631 -3.0563 1.0467
H: 2.1359 -2.7011 1.9422
H: 1.4479 -5.4339 6.5671
H: -0.0773 -4.6674 6.1994
H: 0.9205 -4.2165 7.6650
H: 3.4535 -3.8993 3.7742
C: 4.9365 0.2490 -2.3261
C: 6.3167 -0.3494 -1.8396
C: 6.2553 -0.5518 -0.3232
C: 5.4335 -1.7925 0.1268
C: 5.9094 -3.0477 -0.6098
C: 6.0623 -2.9319 -2.1513
N: 6.6423 -1.6093 -2.5710
O: 6.9456 -1.4073 -3.9117
C: 7.0317 -3.9932 -2.6397
C: 4.7613 -3.2472 -2.8564
C: 7.3249 0.8238 -2.3150
H: 4.0860 -0.4057 -2.1362
H: 4.9889 0.5301 -3.3779
H: 4.6734 1.2267 -1.9224
H: 7.2615 -0.8102 0.0068
H: 5.7879 0.3587 0.0519
H: 4.3478 -1.6962 0.1391
H: 5.5384 -1.8779 1.2083
H: 5.2894 -3.8829 -0.2841
H: 6.8542 -3.3623 -0.1663
H: 8.0721 -3.6738 -2.5783
H: 6.9830 -4.9556 -2.1302
H: 6.8093 -4.2542 -3.6744
H: 4.1021 -2.3791 -2.8529
H: 4.8162 -3.7116 -3.8410
H: 4.1451 -3.9792 -2.3343
H: 7.1772 1.1041 -3.3579
H: 8.3213 0.6030 -1.9322
H: 7.0496 1.7143 -1.7499
H: 7.7935 -0.9703 -3.8039
C: -0.4229 -1.3699 -2.3882
C: -0.1162 -0.2009 -1.3776
C: -1.1162 -0.2204 -0.1983
O: -2.5773 -0.1387 -0.5916
C: -3.5937 -0.4907 0.3667
N: 1.2847 -0.1636 -0.9309
H: -1.3997 -1.2582 -2.8590
H: -0.4485 -2.2445 -1.7382
H: 0.4332 -1.4051 -3.0619
H: -0.4695 0.6742 -1.9231
H: -0.8535 0.4432 0.6256
H: -1.2396 -1.2302 0.1930
H: -4.5383 -0.7588 -0.1065
H: -3.8098 0.3452 1.0321
H: -3.3183 -1.4201 0.8650
H: 1.7744 0.3386 -1.6576
H: 1.2682 0.5087 -0.1774

Its net charge is -1. As for the spin multiplicity: 2. For the energy, the calculation gives -4162.790555 hartree. The value obtained for the strongest force on any atom is 5.10 eV/Å. Its expectation value of S² is 0.75.

Atom charges from the Löwdin analysis, given in e for atoms 1 to 5: -0.04 -0.48 -0.09 -0.19 -0.20